P) Molecular formula: C24H42As4F24HfN6
Method: DFT, ωB97M-V/def2-TZVPD

The value obtained for the frontier orbital gap is 10.4 eV. For the HOMO energy, the calculation gives -11.50 eV.

```
! RIJCOSX wB97M-V def2-TZVPD def2/J DEFGRID3
* xyz 0 1
Hf -0.129 0.185 0.109
As 0.252 0.588 -3.970
As -2.013 -3.360 0.996
As 1.512 2.495 3.187
As -2.912 3.233 0.105
F -2.649 -5.028 1.308
F 2.104 1.043 4.023
F -0.320 -3.773 1.495
F 0.255 0.565 -2.138
F -3.472 2.738 1.725
F -3.552 -2.789 0.348
F -1.536 0.998 -3.883
F -1.550 4.012 0.934
F 3.080 2.601 2.309
F -2.277 3.757 -1.464
F -0.088 -1.166 -3.950
F -1.247 -1.721 0.725
F -1.545 -3.890 -0.611
F 1.036 3.983 2.277
F 0.612 2.379 -3.919
F -4.207 2.326 -0.787
F -3.941 4.718 0.195
F 0.935 1.524 1.764
F -1.790 1.723 0.070
F 0.224 0.609 -5.746
F 2.012 0.237 -3.935
F -0.130 2.366 3.967
F -2.424 -2.877 2.712
F 2.113 3.514 4.544
N 0.643 -1.930 -1.177
N -1.359 0.298 2.285
N 1.107 -1.312 1.777
N 2.296 0.311 -0.216
N 0.501 2.552 -0.660
N -2.062 -0.462 -1.343
C 0.911 5.447 -2.798
C 1.025 -2.963 -1.556
C -3.071 -0.765 -1.905
C -2.219 0.324 3.076
C 2.265 -2.804 3.596
C 2.731 -3.350 -4.155
C 1.033 5.085 -1.279
C -2.216 0.103 6.348
C -3.359 0.371 3.987
C 4.917 0.325 -0.017
C 0.357 -2.653 5.321
C -3.155 -0.483 5.272
C 1.615 -1.970 2.577
C 2.700 -4.249 -2.914
C 3.497 0.341 -0.133
C 0.786 3.642 -0.938
C 5.395 -1.158 -2.114
C 5.631 0.162 -1.401
C -0.504 5.754 -3.276
C -4.299 -1.251 -2.525
C 1.371 -3.506 4.616
C -4.806 0.993 -3.704
C -4.631 -0.550 -3.899
C 1.471 -4.273 -2.033
H -0.267 -2.094 4.624
H 2.034 5.380 -0.964
H 5.234 1.258 0.447
H 1.879 -2.676 -4.239
H 2.842 -3.505 2.993
H 0.372 5.724 -0.692
H -2.590 1.072 6.680
H -3.452 1.421 4.267
H -5.068 1.314 -4.712
H -0.503 6.276 -4.233
H -4.229 0.031 3.425
H 1.973 -4.083 5.319
H 5.197 -0.469 0.676
H -1.079 6.459 -2.674
H 1.713 -4.851 -1.141
H -5.568 -0.902 -4.332
H -4.060 -2.304 -2.670
H -5.115 -1.073 -1.825
H 1.376 4.731 -3.475
H -2.833 -1.500 5.051
H 2.784 -3.883 -5.105
H 0.634 -4.853 -2.421
H 2.769 -5.277 -3.268
H -1.271 0.277 5.833
H 3.617 -2.717 -4.116
H 1.485 6.374 -2.807
H -5.645 1.274 -3.068
H -2.081 -0.621 7.151
H 3.594 -4.083 -2.313
H -4.123 -0.514 5.773
H 5.946 -1.310 -3.042
H -3.921 1.462 -3.274
H -3.832 -0.615 -4.637
H -1.008 4.802 -3.438
H 5.712 -1.953 -1.439
H 0.829 -1.921 5.977
H -0.345 -3.192 5.958
H 6.707 0.273 -1.268
H 5.231 0.941 -2.050
H 2.940 -2.144 4.140
H 0.858 -4.287 4.056
H 4.339 -1.258 -2.365
*
```

Mulliken atomic charge list, values in e, 2 entries:
1. Hf 5.374
2. As 1.939


Q) Molecular formula: C24H42As4F24HfN6
Method: DFT, ωB97M-V/def2-TZVPD

The value obtained for the frontier orbital gap is 11.2 eV. For the HOMO energy, the calculation gives -11.58 eV.

```
! RIJCOSX wB97M-V def2-TZVPD def2/J DEFGRID3
* xyz 0 1
Hf 0.260 0.172 0.021
As 2.202 -2.675 2.076
As -3.857 -0.214 -0.787
As -0.351 2.656 3.238
As 2.181 3.044 -2.133
F -2.121 -0.227 -0.292
F 3.568 2.056 -1.859
F 3.100 4.217 -2.957
F 1.767 -2.009 3.566
F 1.314 3.033 3.323
F 2.460 3.807 -0.633
F -3.512 -1.519 -1.862
F -4.067 1.063 0.337
F -0.704 3.584 4.616
F -5.497 -0.200 -1.233
F 2.514 -3.197 0.457
F 3.635 -1.743 2.000
F 0.690 3.856 -2.262
F 1.316 -1.223 1.337
F -0.573 3.952 2.139
F -0.006 1.623 1.726
F -0.051 1.227 4.135
F 0.719 -3.541 2.010
F 1.271 1.697 -1.321
F -4.145 -1.358 0.463
F -1.995 2.198 3.043
F 1.850 2.228 -3.604
F -3.416 0.883 -2.013
F 3.020 -4.007 2.742
N -1.116 2.082 -0.424
N 2.325 1.098 1.057
N -0.323 -2.094 -0.430
N -1.106 -0.695 1.913
N 2.051 -0.824 -1.228
N -0.495 0.052 -2.258
C -1.162 -4.536 -0.646
C -2.600 -2.116 4.748
C 4.104 -3.116 -2.910
C 4.261 -2.009 -1.849
C 4.577 3.285 3.379
C -2.560 -4.681 -0.070
C -3.060 4.842 -1.450
C -1.660 3.079 -0.320
C -0.682 -3.171 -0.541
C -2.629 -4.330 1.420
C -2.522 1.903 -5.068
C -2.304 4.366 -0.203
C 3.366 1.568 1.084
C -2.518 -0.746 4.079
C -4.167 3.874 -1.912
C 3.024 -1.355 -1.499
C -0.486 0.128 -3.396
C -1.310 -2.898 4.804
C -1.726 -0.710 2.872
C -2.043 0.474 -5.278
C 3.602 -4.421 -2.305
C 4.689 2.162 1.116
C 5.289 2.261 2.509
C -0.591 0.268 -4.840
H -0.561 -2.389 5.412
H -1.103 -4.848 -1.693
H 5.307 1.277 2.987
H 0.017 1.143 -5.098
H -3.476 -0.241 3.995
H -1.488 -3.916 5.144
H -2.171 0.203 -6.325
H -2.323 4.952 -2.247
H 3.642 -5.223 -3.040
H 4.609 -2.522 -0.946
H 5.101 -3.272 -3.325
H 4.888 3.312 4.420
H -3.372 -2.736 4.273
H -2.689 -0.169 -4.674
H 3.485 -2.752 -3.732
H -3.003 -2.033 5.761
H -2.421 2.210 -4.028
H -2.811 -3.269 1.583
H -1.706 -4.571 1.950
H -3.277 -4.045 -0.597
H -1.954 2.607 -5.686
H -5.120 4.399 -1.995
H -3.921 3.389 -2.851
H 4.595 3.148 0.647
H -0.874 -3.020 3.808
H -3.457 -4.869 1.882
H 4.250 -4.705 -1.473
H 2.598 -4.309 -1.895
H 3.492 3.159 3.324
H -0.428 -5.171 -0.141
H -1.957 -0.103 4.775
H 4.992 -1.249 -2.120
H -3.550 2.026 -5.408
H -1.624 5.143 0.143
H -3.009 4.266 0.634
H 4.753 4.293 2.986
H -2.948 -5.687 -0.228
H -4.372 3.090 -1.181
H -0.086 -0.584 -5.299
H 5.316 1.590 0.429
H 6.344 2.537 2.438
H -3.487 5.817 -1.229
*
```

Mulliken atomic charge list, values in e, 2 entries:
1. Hf 5.276
2. As 2.353


Q) is the most stable structure; the next one sits 0.1503 hartree above it.


P) Molecular formula: C7H8N2O2S
Method: DFT, ωB97M-V/def2-TZVPD

The value obtained for the frontier orbital gap is 9.5 eV. For the HOMO energy, the calculation gives -8.97 eV. Its structure (SMILES) is CNC(=O)N(O)[C@H]1c2ccsc21.

```
! RIJCOSX wB97M-V def2-TZVPD def2/J DEFGRID3
* xyz 0 1
S -3.417 2.590 -0.041
O 0.085 1.716 0.098
O 0.485 -1.609 -0.827
N -0.160 0.561 -0.631
N 1.981 0.046 -0.054
C -3.223 0.457 1.464
C 3.090 -0.796 0.438
C -3.640 1.776 1.453
C -1.499 0.218 -0.829
C -2.532 0.272 0.209
C -2.534 1.258 -0.721
C 0.787 -0.457 -0.539
H 3.321 -1.500 -0.368
H 1.833 0.947 0.241
H -0.633 1.964 0.715
H 2.669 -1.294 1.334
H -4.132 2.394 2.212
H -1.559 -0.484 -1.578
H 3.920 -0.137 0.752
H -3.246 -0.178 2.300
*
```

Mulliken atomic charge list, values in e, 2 entries:
1. S -0.112
2. O -0.524


Q) Molecular formula: C7H8N2O2S
Method: DFT, ωB97M-V/def2-TZVPD

The value obtained for the frontier orbital gap is 9.6 eV. For the HOMO energy, the calculation gives -8.84 eV. Its structure (SMILES) is Cc1ccnc(SCC(=O)O)n1.

```
! RIJCOSX wB97M-V def2-TZVPD def2/J DEFGRID3
* xyz 0 1
S -0.704 1.611 1.248
O -0.952 0.271 4.109
O 1.079 1.174 4.300
N 0.137 -0.163 -0.519
N -1.228 1.602 -1.306
C 0.226 0.670 3.624
C 0.338 0.398 2.147
C -0.418 -0.039 -2.816
C -0.580 0.939 -0.360
C 1.036 -1.903 -1.917
C -1.141 1.107 -2.528
C 0.225 -0.661 -1.745
H -0.351 -0.434 -3.816
H 1.367 0.515 1.813
H 0.412 -2.704 -2.309
H -1.674 1.656 -3.293
H 1.842 -1.726 -2.627
H -0.044 -0.591 1.903
H 1.455 -2.205 -0.962
H -1.026 0.483 5.053
*
```

Mulliken atomic charge list, values in e, 2 entries:
1. S -0.143
2. O -0.424


Q) is the most stable structure; the next one sits 0.2083 hartree above it.


P) Molecular formula: C2H3ClFP
Method: DFT, ωB97M-V/def2-TZVPD

The value obtained for the frontier orbital gap is 10.6 eV. For the HOMO energy, the calculation gives -10.04 eV. Its structure (SMILES) is FP1C[C@H]1Cl.

```
! RIJCOSX wB97M-V def2-TZVPD def2/J DEFGRID3
* xyz 0 1
Cl -2.403 0.192 -0.088
P 0.442 1.255 0.586
F 1.507 1.152 -0.642
C 0.297 -0.618 0.511
C -0.606 0.184 -0.392
H 0.123 -1.093 1.446
H -0.505 -0.040 -1.392
H 1.146 -1.033 -0.028
*
```

Mulliken atomic charge list, values in e, 2 entries:
1. Cl -0.213
2. P 0.263


Q) Molecular formula: C2H3ClFP
Method: DFT, ωB97M-V/def2-TZVPD

The value obtained for the frontier orbital gap (spin up / spin down) is 7.5 / 7.3 eV. For the HOMO energy (spin up / spin down), the calculation gives -8.57 / -8.52 eV. Its structure (SMILES) is C=P(F)=CCl.

```
! RIJCOSX wB97M-V def2-TZVPD def2/J DEFGRID3
* xyz 0 1
Cl -0.384 -0.396 -2.760
P -0.588 0.287 0.074
F -0.810 1.699 -0.708
C 0.327 -0.506 -1.190
C 0.422 0.241 1.492
H 0.433 -0.785 1.690
H 0.459 -1.497 -0.955
H 0.141 0.956 2.357
*
```

Mulliken atomic charge list, values in e, 2 entries:
1. Cl -0.126
2. P 0.395


P) is the most stable structure; the next one sits 0.0990 hartree above it.